## A
Density functional theory data (ωB97M-V with the def2-TZVPD basis set) for a single C3H8N4S molecule.

Each line ends with the Löwdin charge.
Geometry (Å):
C (0.4808, -0.6762, 0.4914)  -0.235
C (-2.2032, 0.2351, -1.1966)  -0.111
C (-1.7364, -0.2293, 0.1554)  -0.331
N (2.5133, 1.7000, 0.6320)  0.071
N (1.8383, -0.5321, 0.6471)  0.007
N (-0.3764, 0.2577, 0.4589)  0.026
N (2.7589, 0.4853, 0.3348)  -0.752
S (4.2605, 0.2321, -0.2716)  0.545
H (-0.0512, -1.6893, 0.3933)  0.149
H (1.6511, 1.9509, 0.9973)  0.031
H (-3.3390, 0.0247, -1.1645)  0.093
H (-2.0406, 1.2754, -1.4789)  0.070
H (-1.9379, -0.5270, -1.9992)  0.087
H (-2.3372, 0.2297, 0.9279)  0.099
H (-1.8947, -1.2852, 0.3231)  0.092
H (2.4137, -1.4517, 0.7496)  0.159

Properties
**HOMO (alpha / beta)**: -8.6932 / -8.6929 eV
**E_LUMO (alpha / beta)**: -0.45 / -0.45 eV
**Structure (SMILES)**: [H]/N=[N+](/[S-])N/C=N/CC

=====

## B
Density functional theory data (ωB97M-V with the def2-TZVPD basis set) for a single C3H8N4S molecule.

Each line ends with the Löwdin charge.
Geometry (Å):
C (2.9499, -0.1322, 0.3476)  -0.415
C (0.3295, 0.5040, 0.0143)  -0.720
C (-1.5939, -1.0112, 0.1885)  -0.297
H (3.7521, -0.9120, 0.1944)  0.053
H (2.7793, 0.0327, 1.4295)  0.047
H (3.2496, 0.8052, -0.0927)  0.024
H (-0.0346, 2.1893, 0.7577)  0.034
H (-2.6461, 1.0092, -0.9511)  0.092
H (-1.4076, 2.0111, -0.8652)  0.079
H (-0.8533, -1.8400, 0.2273)  0.092
H (-3.3838, -0.3452, 0.4598)  0.043
N (0.7292, 1.6178, 0.4744)  0.101
N (-1.0160, 0.1755, -0.2924)  -0.184
N (-1.8947, 1.3162, -0.3266)  0.066
N (-2.8070, -1.2103, 0.4866)  0.088
S (1.4594, -0.7755, -0.4286)  0.899

Properties
**HOMO**: -9.1419 eV
**E_LUMO**: 0.74 eV
**Structure (SMILES)**: [H]/N=C\N(N)/C(=N\[H])SC

=====

## C
Density functional theory data (ωB97M-V with the def2-TZVPD basis set) for a single C3H8N4S molecule.

Each line ends with the Löwdin charge.
Geometry (Å):
C (1.2828, 0.4685, -1.7853)  -0.078
C (0.9255, -0.6820, -0.9040)  -0.550
C (-1.0385, 1.3398, 1.0328)  -0.507
H (0.7125, 0.5673, -2.7453)  0.093
H (2.3574, 0.3801, -2.1214)  0.090
H (1.2351, 1.4109, -1.2208)  0.067
H (2.5509, -1.5634, -0.9187)  0.047
H (-0.6620, -1.4206, 0.1492)  0.053
H (-0.6071, 2.3363, 0.9553)  0.058
H (-2.1152, -0.7216, 1.5511)  0.047
H (-1.8059, -0.6477, 3.1947)  0.089
N (1.6170, -1.6822, -0.5129)  0.120
N (-0.4613, -0.7776, -0.5996)  -0.313
N (-1.0409, 0.8294, 2.1854)  -0.090
N (-1.4700, -0.4438, 2.2698)  -0.012
S (-1.4802, 0.6066, -0.5302)  0.885

Properties
**HOMO**: -9.1338 eV
**E_LUMO**: 0.67 eV
**Structure (SMILES)**: [H]/N=C(\C)NS/C=N\N

=====

## D
Density functional theory data (ωB97M-V with the def2-TZVPD basis set) for a molecular structure, C3H8N4S.

Each line ends with the Löwdin charge.
Geometry (Å):
C (0.5275, 1.4592, 0.4165)  -0.271
C (-0.5806, 0.0203, -1.2670)  -0.168
C (-0.0687, -1.7290, 0.2902)  -0.617
H (0.3957, 2.4491, 0.7638)  0.032
H (-0.0405, 0.4230, 1.1322)  0.172
H (1.7491, 1.2789, 0.1766)  0.124
H (-0.4746, 3.3359, -2.2181)  -0.054
H (-0.8558, 0.0962, -2.2779)  0.081
H (-1.8200, -1.5297, 1.4355)  0.123
H (-0.4196, -2.2292, 2.2666)  0.115
H (1.7104, -2.1125, 1.0840)  0.048
N (-0.1390, 1.3071, -0.7654)  -0.542
N (-0.9052, -1.1642, -0.7269)  0.079
N (-0.9745, -2.2547, 1.3058)  0.025
N (1.2205, -1.8169, 0.2194)  0.100
S (0.6752, 2.4667, -1.8354)  0.753

Properties
**HOMO**: -9.2105 eV
**E_LUMO**: 0.34 eV

=====

Quick ranking, most stable first: B, C, D, A.

=====

## A
Density functional theory data (ωB97M-V with the def2-TZVPD basis set) for a single C4H2F2 molecule.

Each line ends with the Löwdin charge.
Geometry (Å):
C (-0.4708, -0.7570, -1.0681)  -0.316
C (-0.6905, -0.2321, 0.1764)  -0.053
C (0.2416, 0.6081, 0.8398)  -0.146
C (1.2646, 1.1197, 1.2386)  0.135
H (-1.5674, -0.4596, 0.8042)  0.122
H (2.1226, 1.5474, 1.6621)  0.019
F (-1.3869, -1.4727, -1.7926)  0.087
F (0.4868, -0.3537, -1.8603)  0.154

Properties
**HOMO**: -9.2881 eV
**E_LUMO**: 0.57 eV
**Structure (SMILES)**: C#CC=C(F)F

=====

## B
Density functional theory data (ωB97M-V with the def2-TZVPD basis set) for a single C4H2F2 molecule.

Each line ends with the Löwdin charge.
Geometry (Å):
C (-0.9110, 0.5121, 0.9708)  -0.089
C (-0.6314, 0.0582, -0.2221)  -0.302
C (0.6212, -0.4062, -0.6482)  -0.052
C (1.7236, -0.7753, -0.9202)  0.167
H (-1.8727, 0.9778, 1.3099)  0.153
H (2.6635, -1.0970, -1.2403)  0.027
F (-0.0005, 0.5266, 1.9334)  0.052
F (-1.5928, 0.2038, -1.1833)  0.044

Properties
**HOMO**: -9.5228 eV
**E_LUMO**: 0.92 eV
**Structure (SMILES)**: C#C/C(F)=C\F

=====

Quick ranking, most stable first: A, B.

=====

## A
Density functional theory data (ωB97M-V with the def2-TZVPD basis set) for 2 unconnected molecules or ions with the total composition C2H3N3.

Each line ends with the Löwdin charge.
Geometry (Å):
N (0.6736, -0.8626, -0.2065)  0.065
C (-1.1992, -0.0850, 1.2944)  -0.030
N (-1.3568, 0.9788, 0.8594)  0.069
N (-0.0624, 1.3989, -0.7354)  0.178
C (0.5509, 0.2894, -0.7390)  -0.575
H (1.3938, -1.4455, -0.6176)  0.048
H (-1.1236, -1.0473, 1.7552)  0.070
H (1.1238, 0.7732, -1.6105)  0.175

Properties
**HOMO**: -9.5016 eV
**E_LUMO**: -0.59 eV

=====

## B
Density functional theory data (ωB97M-V with the def2-TZVPD basis set) for a single C2H3N3 molecule.

Each line ends with the Löwdin charge.
Geometry (Å):
N (1.3079, -0.5025, -0.7279)  0.042
C (-1.2975, -0.6793, 0.3769)  0.158
C (-0.6086, 0.4402, 0.3623)  -0.391
N (0.2211, 1.3241, -0.0341)  -0.006
N (1.2685, 0.7342, -0.7779)  -0.089
H (2.0887, -0.7826, -1.3299)  0.064
H (-1.3367, -1.3039, 1.2692)  0.057
H (-1.6575, 0.7044, 0.8687)  0.165

Properties
**HOMO**: -9.5208 eV
**E_LUMO**: 0.05 eV

=====

Quick ranking, most stable first: A, B.

=====

## A
Density functional theory data (ωB97M-V with the def2-TZVPD basis set) for a single C2H3N3 molecule.

Each line ends with the Löwdin charge.
Geometry (Å):
C (1.7223, -0.4221, -1.7003)  -0.331
C (-0.1671, 0.0085, -0.2257)  -0.286
N (2.1487, -0.2978, -2.7766)  0.140
N (-0.3949, 0.1015, 1.0043)  0.093
N (1.1554, -0.2889, -0.5196)  0.014
H (-0.7432, 0.2062, -1.2296)  0.171
H (-1.3793, 0.3332, 1.1358)  0.052
H (1.8846, -0.2523, 0.1679)  0.147

Properties
**HOMO**: -9.9756 eV
**E_LUMO**: 0.78 eV
**Structure (SMILES)**: [H]/N=C/NC#N

=====

## B
Density functional theory data (ωB97M-V with the def2-TZVPD basis set) for a single C2H3N3 molecule.

Each line ends with the Löwdin charge.
Geometry (Å):
C (-0.0704, 0.2463, -0.0544)  -0.480
C (-1.5819, 0.0888, -0.0918)  -0.157
H (0.3340, -1.7829, -0.1194)  0.099
H (1.7879, -0.7014, -0.0850)  0.131
H (1.2504, 1.5225, 0.2467)  0.061
N (0.7558, -0.8726, 0.0567)  0.096
N (0.2378, 1.5094, -0.0174)  0.105
N (-2.7137, -0.0101, 0.0646)  0.145

Properties
**HOMO**: -10.2626 eV
**E_LUMO**: 0.56 eV
**Structure (SMILES)**: [H]/N=C(\N)C#N

=====

## C
Density functional theory data (ωB97M-V with the def2-TZVPD basis set) for a single C2H3N3 molecule.

Each line ends with the Löwdin charge.
Geometry (Å):
N (-0.6548, -0.2797, 0.2415)  0.063
C (-0.4407, 0.8149, -0.5430)  -0.212
N (0.8123, 0.8807, -0.8972)  -0.004
N (1.4554, -0.1959, -0.3376)  -0.004
C (0.5679, -0.8742, 0.3349)  -0.212
H (-1.5229, -0.5821, 0.6530)  0.144
H (-1.2173, 1.5131, -0.8250)  0.113
H (0.7531, -1.7768, 0.8982)  0.112

Properties
**HOMO**: -10.0312 eV
**E_LUMO**: 0.70 eV
**Structure (SMILES)**: c1nnc[nH]1

=====

## D
Density functional theory data (ωB97M-V with the def2-TZVPD basis set) for a single C2H3N3 molecule.

Each line ends with the Löwdin charge.
Geometry (Å):
N (1.2367, -0.0209, -0.1542)  0.017
N (0.6328, 0.9692, 0.2966)  -0.044
C (-0.7715, 0.8191, 0.4343)  -0.172
C (-1.1107, -0.4468, 0.1724)  -0.183
N (-0.4794, -1.4749, -0.0429)  0.149
H (2.2428, 0.1175, -0.1083)  0.070
H (-1.3815, 1.6642, 0.7060)  0.076
H (-0.3204, -1.7030, -1.0200)  0.086

Properties
**HOMO**: -9.2442 eV
**E_LUMO**: 0.46 eV
**Structure (SMILES)**: [H]/N=N/C=C=N

=====

Quick ranking, most stable first: C, B, A, D.

=====

## A
Density functional theory data (ωB97M-V with the def2-TZVPD basis set) for a single C2H2O3 molecule.

Each line ends with the Löwdin charge.
Geometry (Å):
C (-0.7264, 0.0663, 0.0087)  -0.562
C (0.5651, -0.6649, 0.0259)  -0.082
H (0.3450, 1.5437, 0.1222)  0.108
H (0.5228, -1.7463, 0.2397)  0.146
O (-0.5759, 1.3488, -0.0516)  0.175
O (-1.6957, -0.5980, -0.1632)  0.154
O (1.5652, 0.0503, -0.1817)  0.060

Properties
**HOMO**: -10.7067 eV
**E_LUMO**: -0.79 eV
**Structure (SMILES)**: O=CC(=O)O

=====

## B
Density functional theory data (ωB97M-V with the def2-TZVPD basis set) for 2 unconnected molecules or ions with the total composition C2H2O3.

Each line ends with the Löwdin charge.
Geometry (Å):
C (0.8117, 0.6605, -0.1731)  -0.055
C (0.6766, -0.6616, -0.1059)  -0.418
O (2.1909, 0.6125, -0.0621)  -0.046
O (2.0787, -0.7857, 0.0815)  0.035
O (-0.2071, -1.6410, -0.0968)  0.116
H (-0.3507, 2.3675, -0.6814)  0.232
H (-0.0475, -2.2606, 0.6303)  0.136

Properties
**HOMO (alpha / beta)**: -9.1433 / -8.9545 eV
**E_LUMO (alpha / beta)**: -1.01 / -1.54 eV

=====

## C
Density functional theory data (ωB97M-V with the def2-TZVPD basis set) for a single C2H2O3 molecule.

Each line ends with the Löwdin charge.
Geometry (Å):
C (-0.0517, -0.8038, -0.3086)  0.180
C (-0.9667, -0.2886, 1.8398)  -0.514
O (-1.4887, -0.7791, 2.7627)  0.216
O (-0.2957, 1.1480, 1.8915)  -0.021
O (-0.9168, -0.7512, 0.6591)  0.022
H (-0.6517, -1.0294, -1.1396)  0.012
H (0.6639, 0.8613, 1.7299)  0.105

Properties
**HOMO**: -10.0004 eV
**E_LUMO**: -0.92 eV

=====

Quick ranking, most stable first: A, C, B.

=====

## A
Density functional theory data (ωB97M-V with the def2-TZVPD basis set) for 2 unconnected molecules or ions with the total composition C2H2O3.

Each line ends with the Löwdin charge.
Geometry (Å):
C (-1.3894, -0.0591, -0.1423)  -0.126
C (1.8396, 0.0702, 0.1402)  -0.492
O (-0.4598, -0.5628, -0.6622)  0.030
O (1.4639, 1.1343, 0.0607)  0.218
O (2.3226, -0.9686, 0.1706)  0.218
H (-2.0435, 0.6258, -0.5021)  0.045
H (-1.7334, -0.2398, 0.9352)  0.106

Properties
**HOMO**: -10.5328 eV
**E_LUMO**: 0.60 eV
**Structure (SMILES)**: O=C=O.C=O

=====

## B
Density functional theory data (ωB97M-V with the def2-TZVPD basis set) for a single C2H2O3 molecule.

Each line ends with the Löwdin charge.
Geometry (Å):
C (-0.0742, -0.5049, -0.1767)  -0.500
C (-0.2602, 0.8389, -0.4386)  -0.129
H (0.4900, 0.1633, 1.3459)  0.059
H (-0.8329, 1.3660, -1.2793)  0.172
O (0.5142, -0.7081, 1.0253)  0.157
O (-0.5338, -1.4370, -0.8063)  0.156
O (0.3132, 1.7034, 0.2342)  0.085

Properties
**HOMO**: -11.1986 eV
**E_LUMO**: -1.50 eV
**Structure (SMILES)**: O=CC(=O)O

=====

## C
Density functional theory data (ωB97M-V with the def2-TZVPD basis set) for a single C2H2O3 molecule.

Each line ends with the Löwdin charge.
Geometry (Å):
C (0.6661, -0.0494, -0.7331)  0.126
C (-0.5212, 0.0181, 0.4713)  -0.572
O (-0.7157, -0.6804, -0.5916)  0.076
O (-1.0862, 1.0023, 1.1498)  0.135
O (-0.5173, -0.1501, 1.8506)  0.121
H (0.7691, 0.6621, -1.3980)  0.032
H (1.4053, -0.8026, -0.7491)  0.082

Properties
**HOMO**: -10.4900 eV
**E_LUMO**: 0.91 eV
**Structure (SMILES)**: C1OC12OO2

=====

Quick ranking, most stable first: A, B, C.

=====

## A
Density functional theory data (ωB97M-V with the def2-TZVPD basis set) for 4 unconnected molecules or ions with the total composition C2H11O3S.

Each line ends with the Löwdin charge.
Geometry (Å):
C (-0.6867, 1.8946, 0.3350)  -0.217
C (-0.4546, 0.6978, -0.5848)  -0.732
S (-0.4196, -0.9035, 0.2748)  0.417
H (-0.1108, 2.1268, 1.2024)  0.047
H (-1.7007, 1.9024, 0.6674)  0.042
H (-0.6669, 2.7997, -0.2894)  0.057
H (0.5125, 0.9162, -1.1133)  0.051
H (-1.1932, 0.7775, -1.3626)  0.036
H (2.9830, -1.8092, 0.1800)  0.049
H (1.7091, -2.2893, -0.7147)  -0.011
O (2.7026, -2.4809, -0.5685)  -0.208
H (1.4297, -0.2334, 0.9573)  -0.105
H (2.5553, 0.6735, 0.2699)  0.018
O (2.3799, 0.0967, 1.0199)  -0.169
H (-2.5211, -0.8491, -0.3711)  -0.078
H (-3.0970, -2.0425, 0.2975)  -0.006
O (-3.4217, -1.2774, -0.1998)  -0.191

Properties
**HOMO**: -3.6990 eV
**E_LUMO**: 3.83 eV
**Net charge**: -1

=====

## B
Density functional theory data (ωB97M-V with the def2-TZVPD basis set) for 4 unconnected molecules or ions with the total composition C2H11O3S.

Each line ends with the Löwdin charge.
Geometry (Å):
C (-1.7103, 1.0106, -1.1058)  -0.238
C (-1.0223, -0.3197, -1.3672)  -0.738
S (0.6411, -0.3780, -0.6023)  0.359
H (-1.9576, 1.1374, -0.0490)  0.055
H (-1.0539, 1.8357, -1.3266)  0.039
H (-2.6207, 1.1712, -1.6882)  0.048
H (-1.6924, -1.1043, -0.9958)  0.041
H (-0.8587, -0.5039, -2.4263)  0.021
H (1.1369, -0.2235, 2.5612)  0.005
H (0.1983, 0.2843, 1.4507)  -0.107
O (0.4411, 0.4231, 2.4100)  -0.178
H (3.8140, 1.4418, -0.2205)  0.017
H (2.9798, 0.7180, -1.2630)  -0.065
O (3.8617, 1.0930, -1.1141)  -0.113
H (-0.1820, -1.9374, 1.4054)  -0.057
H (-1.2019, -2.0609, 2.5099)  0.021
O (-0.7733, -2.5873, 1.8215)  -0.112

Properties
**HOMO**: -3.4465 eV
**E_LUMO**: 3.79 eV
**Net charge**: -1

=====

Quick ranking, most stable first: B, A.

=====

## A
Density functional theory data (ωB97M-V with the def2-TZVPD basis set) for a molecular structure, C6H13OP.

Each line ends with the Löwdin charge.
Geometry (Å):
C (-1.5414, 1.2400, 0.4111)  -0.254
C (-0.2132, 1.2036, -0.2852)  -0.524
C (0.8255, 2.1127, 0.1995)  -0.030
C (0.6703, -1.7490, 0.4055)  -0.117
C (0.1891, 0.0660, -1.2565)  -0.145
C (1.2855, -0.9162, -0.7324)  -0.252
O (-1.3569, 1.9558, -0.7446)  -0.035
P (-2.9422, -0.7626, 0.1644)  0.743
H (-1.6566, 1.7924, 1.4290)  0.132
H (0.3367, 2.7352, 0.9014)  0.059
H (1.2396, 2.7576, -0.6376)  0.119
H (1.6566, 1.5705, 0.7509)  0.108
H (0.1366, -2.6789, -0.0722)  0.106
H (-0.1720, -1.2148, 0.9170)  0.042
H (1.4554, -2.0538, 1.0801)  0.052
H (-0.7629, -0.3573, -1.4416)  0.047
H (0.7363, 0.4326, -2.1290)  0.117
H (1.6326, -1.4805, -1.6140)  0.102
H (2.2337, -0.4163, -0.4461)  0.101
H (-3.8867, 0.2295, 0.3899)  -0.206
H (-3.0221, -1.3595, 1.4976)  -0.164

Properties
**HOMO**: -8.8375 eV
**E_LUMO**: 0.25 eV

=====

## B
Density functional theory data (ωB97M-V with the def2-TZVPD basis set) for a molecular structure, C6H13OP.

Each line ends with the Löwdin charge.
Geometry (Å):
C (1.4454, 0.4501, 0.7551)  -0.225
C (0.0831, 1.0905, 1.1961)  -0.366
C (1.1734, 0.0540, -0.6948)  -0.345
C (-0.6687, 0.2556, 2.1633)  -0.124
C (1.1906, -1.5936, -0.8909)  -0.074
C (-2.1554, -0.1739, -1.6926)  -0.064
O (-0.4368, 2.2704, -1.4771)  -0.386
P (-0.4635, 1.0753, -0.6749)  0.829
H (2.2403, 1.1986, 0.9149)  0.116
H (1.6477, -0.4077, 1.3635)  0.094
H (0.1401, 2.1351, 1.4269)  0.097
H (1.8926, 0.2762, -1.4698)  0.091
H (-1.0171, -0.6360, 1.7348)  0.052
H (-1.5811, 0.7423, 2.5857)  0.096
H (-0.1892, -0.0889, 3.0279)  0.059
H (2.2346, -1.8833, -0.9265)  0.060
H (0.7315, -1.7967, -1.8971)  0.075
H (0.6475, -2.1029, -0.1561)  0.030
H (-2.0633, -1.0735, -1.1023)  -0.024
H (-3.0471, 0.4232, -1.4620)  0.002
H (-1.8046, -0.2147, -2.7242)  0.008

Properties
**HOMO**: -8.6762 eV
**E_LUMO**: 0.60 eV

=====

Quick ranking, most stable first: B, A.